1.
{"formula": "C3H10NO3PS", "method": "the ωB97M-V functional and the def2-TZVPD basis", "elements": ["C", "C", "C", "N", "O", "O", "O", "P", "S", "H", "H", "H", "H", "H", "H", "H", "H", "H", "H"], "positions_angstrom": [[-1.265, -1.580, -1.228], [1.983, -1.072, 0.247], [-0.553, 0.889, 1.922], [0.047, -0.995, -1.029], [0.754, 2.190, -1.454], [0.639, -1.473, 0.069], [0.251, 1.628, 1.015], [-0.340, 1.449, -0.554], [-2.220, 2.020, -0.679], [-1.387, -2.007, -2.241], [-1.340, -2.187, -0.340], [-2.006, -0.713, -1.095], [2.345, -1.375, 1.282], [2.140, -0.093, 0.002], [2.704, -1.672, -0.437], [0.176, 0.592, 2.610], [-1.042, 0.008, 1.485], [-1.327, 1.453, 2.477], [0.441, 2.939, -2.053]], "largest_force_ev_per_a": 4.6, "de_lowest_kcal_mol": 76.16, "homo_ev": [-8.282, -7.743], "homo_lumo_gap_ev": [7.726, 7.725]}



2.
{"formula": "C3H10NO4", "method": "the ωB97M-V functional and the def2-TZVPD basis", "elements": ["O", "C", "C", "N", "C", "O", "H", "H", "H", "H", "H", "H", "H", "H", "O", "H", "H", "O"], "positions_angstrom": [[1.399, 1.037, 3.112], [0.867, 0.720, 2.041], [1.142, -0.458, 1.300], [-0.219, -1.133, 0.900], [-1.140, -0.239, 0.181], [-0.895, -0.054, -1.096], [0.008, 1.386, 1.520], [1.702, -1.321, 1.772], [1.504, -0.025, 0.262], [-0.062, -1.924, 0.292], [-1.206, 0.768, 0.616], [-2.098, -0.729, 0.251], [0.408, -1.368, -3.134], [0.204, -1.388, -1.796], [0.918, -1.741, -2.381], [-0.548, 1.440, -1.021], [-1.404, 2.491, -1.635], [-0.581, 2.538, -1.186]], "largest_force_ev_per_a": 5.4, "charge": -1, "de_lowest_kcal_mol": 89.40, "homo_ev": -4.389, "homo_lumo_gap_ev": 8.340}



3.
{"formula": "C3H10NOS", "method": "the ωB97M-V functional and the def2-TZVPD basis", "elements": ["C", "C", "S", "H", "H", "H", "H", "H", "H", "N", "C", "O", "H", "H", "H", "H"], "positions_angstrom": [[1.605, -1.081, -1.587], [0.960, -1.165, -0.216], [-0.722, -1.858, -0.367], [0.962, -0.487, -2.225], [1.686, -2.074, -2.027], [2.631, -0.720, -1.506], [1.544, -1.793, 0.439], [0.823, -0.150, 0.173], [-1.233, -1.088, 0.593], [-1.566, 1.676, 1.108], [-0.320, 2.233, 0.464], [0.823, 1.738, 0.907], [-1.341, 0.745, 1.420], [-1.880, 2.271, 1.857], [-0.502, 2.073, -0.622], [-0.474, 3.331, 0.632]], "largest_force_ev_per_a": 0.9, "charge": -1, "de_lowest_kcal_mol": 39.79, "homo_ev": -2.731, "homo_lumo_gap_ev": 6.219}



4.
{"formula": "C3H10NOS", "method": "the ωB97M-V functional and the def2-TZVPD basis", "elements": ["C", "C", "S", "C", "N", "H", "H", "H", "H", "H", "H", "H", "H", "H", "H", "O"], "positions_angstrom": [[0.968, -0.937, 0.236], [1.521, 0.632, 0.237], [0.377, 1.577, 1.310], [0.573, -1.598, -1.215], [-0.868, -1.426, -1.613], [0.248, -0.988, 0.823], [1.839, -1.614, 0.542], [1.331, 0.859, -0.761], [2.506, 0.705, 0.418], [0.868, -2.604, -1.061], [1.263, -1.229, -1.937], [-1.304, -0.679, -1.114], [-1.248, -2.355, -1.314], [-2.284, 1.188, -0.493], [-1.841, 0.337, 0.552], [-2.464, 0.319, -0.108]], "largest_force_ev_per_a": 11.1, "charge": -1, "de_lowest_kcal_mol": 50.06, "homo_ev": -2.641, "homo_lumo_gap_ev": 6.745}



5.
{"formula": "C3H10NOS", "method": "the ωB97M-V functional and the def2-TZVPD basis", "elements": ["C", "C", "S", "H", "H", "H", "H", "H", "H", "N", "C", "O", "H", "H", "H", "H"], "positions_angstrom": [[1.112, -1.122, -1.568], [1.103, 0.127, -0.671], [1.201, 1.775, -1.531], [0.166, -1.535, -1.781], [1.763, -0.908, -2.382], [1.630, -1.960, -1.016], [1.985, 0.119, 0.029], [0.220, 0.361, -0.045], [2.572, 1.889, -1.306], [-1.899, 0.969, 1.986], [-1.721, -0.418, 1.176], [-0.643, -1.149, 1.378], [-1.661, 1.739, 1.334], [-1.204, 1.012, 2.725], [-1.858, -0.072, 0.159], [-2.768, -0.829, 1.511]], "largest_force_ev_per_a": 2.9, "charge": -1, "de_lowest_kcal_mol": 55.98, "homo_ev": -2.778, "homo_lumo_gap_ev": 5.978}



6.
{"formula": "C3H10NOS", "method": "the ωB97M-V functional and the def2-TZVPD basis", "elements": ["C", "O", "C", "C", "S", "N", "H", "H", "H", "H", "H", "H", "H", "H", "H", "H"], "positions_angstrom": [[1.802, 0.032, 0.685], [2.559, 0.956, -0.048], [0.488, -0.302, -0.092], [-0.718, -0.352, 0.861], [-2.307, -0.552, 0.037], [0.233, 0.754, -1.133], [2.363, -0.886, 0.828], [1.549, 0.362, 1.706], [3.151, 1.487, 0.499], [0.620, -1.252, -0.610], [-0.545, -1.107, 1.617], [-0.722, 0.576, 1.405], [-2.133, -1.845, -0.272], [0.188, 0.332, -2.060], [-0.688, 1.162, -0.979], [1.039, 1.400, -1.085]], "largest_force_ev_per_a": 0.8, "charge": 1, "smiles": "[NH3+][C@@H](CO)CS", "de_lowest_kcal_mol": 4.11, "homo_ev": -13.673, "homo_lumo_gap_ev": 10.400}



7.
{"formula": "C3H10NOS2", "method": "the ωB97M-V functional and the def2-TZVPD basis", "elements": ["C", "S", "S", "C", "H", "H", "H", "H", "H", "H", "N", "C", "O", "H", "H", "H", "H"], "positions_angstrom": [[-1.613, -0.301, -1.559], [-2.408, 1.299, -1.171], [-2.756, 1.109, 0.838], [-1.170, 1.536, 1.581], [-0.697, -0.399, -0.942], [-2.322, -1.087, -1.317], [-1.410, -0.304, -2.631], [-0.955, 2.599, 1.453], [-1.254, 1.325, 2.641], [-0.355, 0.921, 1.163], [2.772, -1.655, -0.051], [1.937, -0.416, -0.093], [0.685, -0.548, 0.365], [2.217, -2.366, -0.519], [2.787, -1.954, 0.921], [2.547, 0.330, 0.477], [1.996, -0.088, -1.157]], "largest_force_ev_per_a": 0.5, "charge": -1, "de_lowest_kcal_mol": 33.61, "homo_ev": -3.221, "homo_lumo_gap_ev": 6.554}



8.
{"formula": "C3H10NP", "method": "the ωB97M-V functional and the def2-TZVPD basis", "elements": ["C", "C", "C", "N", "P", "H", "H", "H", "H", "H", "H", "H", "H", "H", "H"], "positions_angstrom": [[0.163, -1.816, 0.163], [1.780, -0.219, -0.986], [1.596, -1.250, -0.217], [-0.451, 1.911, -0.173], [-1.745, 1.541, 0.585], [0.161, -1.880, 1.245], [-0.720, -1.152, -0.173], [0.090, -2.751, -0.297], [-2.905, 1.368, -0.167], [2.739, 0.244, -1.235], [0.826, 0.229, -1.490], [2.324, -1.979, 0.241], [-0.369, 2.942, -0.496], [-1.427, 0.455, 1.320], [-2.061, 2.356, 1.680]], "largest_force_ev_per_a": 3.7, "smiles": "N=[PH3].C=CC", "de_lowest_kcal_mol": 77.88, "homo_ev": -8.980, "homo_lumo_gap_ev": 9.956}



9.
{"formula": "C3H10NS", "method": "the ωB97M-V functional and the def2-TZVPD basis", "elements": ["C", "N", "H", "H", "H", "H", "H", "C", "C", "S", "H", "H", "H", "H", "H"], "positions_angstrom": [[1.652, -2.057, 1.436], [2.031, -0.728, 0.934], [2.542, -2.610, 1.754], [0.973, -1.995, 2.290], [1.135, -2.620, 0.663], [1.419, -0.543, 0.127], [1.708, -0.047, 1.601], [-0.699, 1.979, -1.721], [-1.080, 1.491, -0.320], [-1.152, -0.330, -0.250], [-0.736, 3.029, -2.036], [0.303, 1.594, -1.926], [-1.346, 1.445, -2.427], [-0.292, 1.754, 0.386], [-2.086, 1.810, -0.052]], "largest_force_ev_per_a": 1.1, "charge": -1, "de_lowest_kcal_mol": 19.63, "homo_ev": -2.448, "homo_lumo_gap_ev": 6.676}



10.
{"formula": "C3H10NS", "method": "the ωB97M-V functional and the def2-TZVPD basis", "elements": ["C", "N", "H", "H", "H", "H", "H", "C", "C", "S", "H", "H", "H", "H", "H"], "positions_angstrom": [[-1.825, -1.139, -1.630], [-0.768, -0.840, -2.605], [-2.761, -0.734, -2.040], [-1.944, -2.222, -1.579], [-1.636, -0.768, -0.626], [-0.873, 0.126, -2.913], [0.131, -0.732, -2.113], [0.855, 1.457, 2.524], [0.064, 0.690, 1.447], [1.027, -0.100, 0.159], [0.168, 1.996, 3.191], [1.499, 0.732, 3.032], [1.463, 2.235, 2.026], [-0.478, -0.073, 2.025], [-0.649, 1.436, 1.063]], "largest_force_ev_per_a": 1.1, "charge": -2, "de_lowest_kcal_mol": 11.42, "spin_multiplicity": 2, "homo_ev": [4.631, 0.567], "homo_lumo_gap_ev": [1.965, 6.065]}



11.
{"formula": "C3H10NS", "method": "the ωB97M-V functional and the def2-TZVPD basis", "elements": ["C", "S", "C", "H", "H", "H", "H", "H", "H", "C", "N", "H", "H", "H", "H"], "positions_angstrom": [[-0.716, 0.965, 1.216], [0.906, 0.203, 1.027], [1.629, 1.055, -0.452], [-1.334, 0.251, 1.766], [-1.130, 1.228, 0.270], [-0.599, 1.857, 1.895], [2.670, 1.260, -0.179], [1.629, 0.378, -1.296], [1.134, 1.998, -0.705], [-1.001, -0.986, -0.660], [-0.354, -2.098, -0.532], [-0.699, -0.214, -1.341], [-1.974, -0.893, -0.204], [-0.826, -2.952, -0.229], [0.665, -2.052, -0.576]], "largest_force_ev_per_a": 2.3, "charge": 1, "de_lowest_kcal_mol": 46.87, "homo_ev": -12.890, "homo_lumo_gap_ev": 7.287}



12.
{"formula": "C3H10NS2", "method": "the ωB97M-V functional and the def2-TZVPD basis", "elements": ["C", "S", "H", "H", "H", "H", "C", "C", "S", "N", "H", "H", "H", "H", "H", "H"], "positions_angstrom": [[-3.051, 0.117, -1.208], [-1.538, -0.516, -1.964], [-3.743, 0.437, -1.984], [-3.540, -0.652, -0.603], [-2.814, 0.963, -0.560], [-0.828, -0.417, -0.763], [2.472, -0.319, 0.571], [1.456, 0.824, 0.616], [-0.195, 0.312, 1.218], [2.673, -1.000, 1.853], [3.435, 0.082, 0.232], [2.125, -1.070, -0.143], [1.352, 1.245, -0.388], [1.838, 1.603, 1.284], [1.745, -1.297, 2.150], [2.944, -0.303, 2.542]], "largest_force_ev_per_a": 0.4, "charge": -1, "de_lowest_kcal_mol": 0.00, "homo_ev": -2.971, "homo_lumo_gap_ev": 6.583}



13.
{"formula": "C3H10NS2", "method": "the ωB97M-V functional and the def2-TZVPD basis", "elements": ["C", "C", "C", "N", "S", "S", "H", "H", "H", "H", "H", "H", "H", "H", "H", "H"], "positions_angstrom": [[0.797, -1.334, 0.697], [0.231, -0.671, -0.568], [0.527, 0.757, -0.721], [1.032, 1.404, 0.510], [-2.674, -0.509, -0.109], [-2.288, 1.444, -0.373], [0.830, -2.365, 0.513], [0.120, -1.139, 1.571], [1.767, -1.110, 0.877], [-0.898, -0.855, -0.531], [0.454, -1.088, -1.529], [0.251, 1.469, -1.398], [1.662, 2.275, 0.401], [0.295, 1.967, 0.920], [1.194, 0.572, 1.140], [-3.300, -0.818, -1.397]], "largest_force_ev_per_a": 3.7, "charge": 1, "de_lowest_kcal_mol": 96.07, "homo_ev": [-12.747, -12.713], "homo_lumo_gap_ev": [7.234, 7.968]}



14.
{"formula": "C3H10NS2", "method": "the ωB97M-V functional and the def2-TZVPD basis", "elements": ["C", "N", "H", "H", "H", "H", "C", "C", "S", "S", "H", "H", "H", "H", "H", "H"], "positions_angstrom": [[-0.865, -2.012, -1.406], [0.201, -2.283, -0.778], [-1.414, -2.756, -1.962], [-1.161, -0.954, -1.440], [0.646, -1.479, -0.281], [0.681, -3.157, -0.801], [-1.262, 1.724, 0.909], [0.251, 1.319, 0.987], [0.782, 0.761, -0.714], [2.626, -0.186, -0.142], [-1.919, 0.855, 0.793], [-1.512, 2.415, 0.085], [-1.569, 2.207, 1.861], [0.314, 0.415, 1.600], [0.860, 2.232, 1.188], [3.340, 0.900, 0.101]], "largest_force_ev_per_a": 2.1, "charge": 1, "de_lowest_kcal_mol": 33.85, "homo_ev": -13.155, "homo_lumo_gap_ev": 7.947}



15.
{"formula": "C3H10NS2", "method": "the ωB97M-V functional and the def2-TZVPD basis", "elements": ["N", "C", "C", "C", "S", "S", "H", "H", "H", "H", "H", "H", "H", "H", "H", "H"], "positions_angstrom": [[1.087, 0.551, -0.589], [-0.406, 0.193, -0.602], [-0.563, -0.976, -1.561], [-0.883, -0.183, 0.796], [-0.790, 1.119, 2.066], [1.198, 1.208, 2.599], [1.265, 1.215, -1.338], [1.670, -0.268, -0.739], [1.359, 1.005, 0.286], [-0.904, 1.084, -0.948], [-0.075, -0.799, -2.517], [-1.611, -1.076, -1.761], [-0.220, -1.925, -1.127], [-0.426, -1.118, 1.112], [-1.958, -0.359, 0.708], [1.256, 0.329, 3.616]], "largest_force_ev_per_a": 1.1, "charge": 1, "smiles": "C[C@H]([NH3+])CSS", "de_lowest_kcal_mol": 0.78, "homo_ev": -13.468, "homo_lumo_gap_ev": 10.103}



16.
{"formula": "C3H10NSi", "method": "the ωB97M-V functional and the def2-TZVPD basis", "elements": ["C", "C", "C", "N", "Si", "H", "H", "H", "H", "H", "H", "H", "H", "H", "H"], "positions_angstrom": [[2.242, -0.635, -0.070], [0.998, -0.541, -0.463], [-0.168, -0.047, 0.397], [-0.161, 1.382, 0.094], [-1.929, -0.756, 0.118], [2.941, -1.069, -0.778], [2.802, -0.320, 0.818], [0.787, -0.816, -1.491], [0.390, -0.223, 1.409], [-0.373, 1.488, -0.891], [0.805, 1.643, 0.195], [-0.948, 1.890, 0.518], [-2.487, -1.945, 0.778], [-2.809, 0.367, 0.766], [-2.090, -0.418, -1.399]], "largest_force_ev_per_a": 4.1, "charge": 1, "smiles": "C=C[C@@H]([NH3+])[SiH3]", "de_lowest_kcal_mol": 24.40, "homo_ev": -14.910, "homo_lumo_gap_ev": 11.338}



17.
{"formula": "C3H10O", "method": "the ωB97M-V functional and the def2-TZVPD basis", "elements": ["C", "O", "H", "H", "H", "H", "C", "C", "H", "H", "H", "H", "H", "H"], "positions_angstrom": [[-1.481, 1.465, 1.339], [-0.274, 1.603, 2.036], [0.353, 0.895, 1.877], [-1.432, 1.192, 0.285], [-2.000, 2.409, 1.491], [-2.169, 0.725, 1.777], [1.221, -1.044, -0.431], [0.527, -1.073, -1.787], [2.295, -0.858, -0.490], [0.759, -0.271, 0.167], [1.227, -2.002, 0.097], [-0.537, -1.300, -1.707], [0.498, -0.034, -2.136], [1.012, -1.708, -2.517]], "largest_force_ev_per_a": 1.2, "smiles": "CC.CO", "de_lowest_kcal_mol": 16.39, "homo_ev": -10.380, "homo_lumo_gap_ev": 11.323}



18.
{"formula": "C3H10O", "method": "the ωB97M-V functional and the def2-TZVPD basis", "elements": ["C", "H", "H", "H", "H", "C", "O", "C", "H", "H", "H", "H", "H", "H"], "positions_angstrom": [[-1.064, 3.756, -3.951], [-1.205, 4.605, -3.299], [-1.157, 4.119, -4.966], [-1.748, 2.892, -3.777], [-0.014, 3.408, -4.189], [1.070, -2.129, 1.698], [0.171, -1.322, 0.971], [0.414, -2.195, 3.164], [1.310, -3.146, 1.218], [1.981, -1.447, 1.718], [-0.779, -1.719, 1.018], [-0.379, -2.872, 3.149], [1.353, -2.691, 3.734], [0.048, -1.260, 3.512]], "largest_force_ev_per_a": 5.8, "smiles": "CCO.C", "de_lowest_kcal_mol": 35.57, "homo_ev": -9.968, "homo_lumo_gap_ev": 10.945}



19.
{"formula": "C3H10O2", "method": "the ωB97M-V functional and the def2-TZVPD basis", "elements": ["C", "O", "H", "H", "H", "H", "C", "O", "C", "H", "H", "H", "H", "H", "H"], "positions_angstrom": [[-2.951, -0.395, -0.168], [-1.957, 0.562, -0.451], [-2.594, -1.113, 0.572], [-3.829, 0.116, 0.207], [-3.287, -0.955, -1.044], [-1.530, 0.413, -1.307], [1.431, 0.556, 0.294], [2.525, 1.482, 0.189], [1.984, -0.840, 0.233], [0.946, 0.701, 1.262], [0.749, 0.743, -0.539], [2.127, 2.356, 0.032], [2.676, -1.023, 1.066], [1.165, -1.556, 0.325], [2.545, -1.046, -0.673]], "largest_force_ev_per_a": 0.8, "smiles": "CCO.CO", "de_lowest_kcal_mol": 19.39, "homo_ev": -10.179, "homo_lumo_gap_ev": 10.929}



20.
{"formula": "C3H10O2P2", "method": "the ωB97M-V functional and the def2-TZVPD basis", "elements": ["C", "C", "C", "O", "O", "P", "P", "H", "H", "H", "H", "H", "H", "H", "H", "H", "H"], "positions_angstrom": [[1.777, -0.843, 0.913], [-1.487, -0.806, 0.813], [0.915, 0.005, 0.128], [-1.753, 0.497, 1.224], [0.525, 1.227, 0.758], [-1.100, 1.159, -1.844], [0.940, 0.373, -1.606], [1.685, -0.537, 1.961], [2.821, -0.869, 0.464], [1.320, -1.905, 0.913], [-2.153, -1.072, -0.095], [-1.359, -1.498, 1.635], [-1.661, 1.041, 0.479], [0.454, 1.047, 1.685], [-1.018, 0.624, -3.147], [-0.629, 2.507, -2.147], [0.723, -0.950, -2.133]], "largest_force_ev_per_a": 3.7, "de_lowest_kcal_mol": 91.49, "homo_ev": [-7.426, -6.807], "homo_lumo_gap_ev": [8.082, 7.530]}